# 1
Molecular formula: C26H28F6IrN5O6S5
Method: DFT, wB97M-V/def2-TZVPD

Summary:
- LUMO level (alpha / beta): -0.3970 / -0.4474 Ha
- Charge: +3
- 2S+1: 2
- ⟨S²⟩: 0.930
- Frontier orbital gap (alpha / beta): 5.978 / 4.581 eV
- Largest force on an atom: 5.89 eV/Å
- E_tot: -4426.08099 Eh
- HOMO energy (alpha / beta): -16.8 / -16.8 eV
- Molar mass: 973.08 g mol⁻¹

Each line ends with the Mulliken charge.
Geometry (Å):
Ir: 0.745664 0.134961 0.154448  4.100
C: 1.269149 2.353579 4.177552  -2.256
C: 1.182190 1.366494 3.063925  0.981
N: 1.611453 1.583555 1.867051  -0.032
N: 2.362909 2.668367 1.574913  -0.733
C: 2.873452 2.857888 0.336917  0.455
N: 3.802513 3.786159 0.159026  -0.352
S: 2.285159 1.949059 -0.974947  -0.275
C: 0.644385 0.025035 3.286707  0.635
C: 0.767935 -0.597314 4.524240  -0.908
C: 0.357940 -1.914352 4.663115  -1.126
C: -0.191811 -2.561788 3.573312  -1.244
C: -0.281896 -1.874050 2.365631  -0.466
N: 0.131036 -0.626565 2.231097  0.250
H: 0.859432 3.314783 3.863865  0.525
H: 2.299038 2.514153 4.497405  0.553
H: 0.707605 2.023691 5.045281  0.514
H: 2.711357 3.235846 2.352343  0.276
H: 4.230449 4.302888 0.916411  0.215
H: 4.162283 3.958175 -0.769237  0.243
H: 1.222334 -0.081602 5.353137  0.588
H: 0.482083 -2.428131 5.604505  0.544
H: -0.511397 -3.590037 3.623640  0.643
H: -0.680570 -2.375424 1.494640  0.652
F: -0.515176 -3.472122 -3.108577  -0.174
C: 0.719834 -3.663673 -2.630700  0.622
F: 1.506958 -2.778414 -3.252463  -0.228
F: 1.116265 -4.879596 -2.887239  -0.168
S: 0.764573 -3.170602 -0.822398  0.992
O: 0.174609 -1.820031 -0.934280  -1.058
O: 0.011591 -4.042093 -0.003065  -0.531
N: 2.313150 -3.093267 -0.599453  -0.522
S: 2.761088 -2.347178 0.711564  1.216
O: 2.038839 -2.722005 1.881566  -0.575
O: 2.768176 -0.897759 0.486924  -0.943
C: 4.573947 -2.758326 0.978513  0.415
F: 5.290020 -2.352746 -0.050042  -0.157
F: 4.728482 -4.044843 1.174081  -0.149
F: 4.941681 -2.084640 2.062354  -0.171
O: -0.021796 0.680450 -2.022489  -0.350
S: -0.595187 -0.250794 -3.028159  0.777
C: -2.129160 0.637547 -3.657103  -1.134
C: -2.657963 1.611529 -2.628095  -0.683
C: -3.307923 0.914712 -1.435231  0.280
C: -3.710143 1.891767 -0.343321  -1.109
S: -2.359359 2.189436 0.913731  0.045
O: -1.117077 1.526115 0.398045  -0.571
C: -2.987817 1.097056 2.219155  0.770
C: -3.566109 1.679573 3.334522  -0.505
C: -4.163732 0.865555 4.281502  -0.687
C: -4.148373 -0.511165 4.112815  -0.658
C: -3.548132 -1.081725 3.000570  -0.682
C: -2.948938 -0.277783 2.046691  -0.173
C: 0.477571 -0.015805 -4.480734  0.559
C: 1.242690 1.140274 -4.551270  -0.178
C: 1.997632 1.362347 -5.690006  -0.939
C: 2.030656 0.418379 -6.708727  -0.457
C: 1.247174 -0.725771 -6.632891  -0.840
C: 0.487811 -0.959719 -5.497143  -0.259
H: -2.845951 -0.145051 -3.897580  0.543
H: -1.841548 1.147679 -4.572920  0.545
H: -3.396255 2.249461 -3.120919  0.540
H: -1.839582 2.242946 -2.278353  0.230
H: -2.607241 0.178223 -1.034427  -0.536
H: -4.201810 0.381597 -1.764987  0.645
H: -4.570883 1.541132 0.221868  0.468
H: -3.949654 2.876093 -0.743838  0.616
H: -3.580830 2.751192 3.450868  0.508
H: -4.633132 1.306940 5.144575  0.481
H: -4.589471 -1.143208 4.866489  0.467
H: -3.553682 -2.150987 2.864110  0.524
H: -2.485564 -0.704871 1.172195  0.143
H: 1.221756 1.860707 -3.748711  0.426
H: 2.549572 2.286095 -5.782305  0.447
H: 2.700968 0.548698 -7.548580  0.448
H: 1.247389 -1.445681 -7.435844  0.459
H: -0.082631 -1.871019 -5.415266  0.490

Cartesian forces, eV/Å:
Ir 2.24 1.60 5.20
C 0.28 0.06 0.01
C 0.23 0.14 -0.37
N -1.22 -1.70 -1.29
N 0.59 1.16 0.27
C -0.26 -0.28 0.18
N -0.27 -0.22 0.06
S -0.57 -0.96 -0.38
C -0.12 -0.21 0.58
C -0.11 0.42 -0.54
C -0.21 -0.40 -0.26
C -0.09 0.39 0.15
C -0.44 -0.51 0.42
N 0.40 -0.27 -2.12
H -0.01 0.04 -0.10
H 0.15 0.02 0.06
H -0.03 -0.04 -0.03
H -0.21 -0.31 -0.25
H -0.12 -0.01 -0.03
H -0.01 -0.03 0.03
H -0.02 0.13 0.11
H 0.01 -0.02 0.08
H -0.05 -0.09 -0.01
H 0.03 0.08 0.02
F 0.00 -0.22 0.50
C 0.09 0.38 -0.66
F 0.17 -0.14 0.07
F -0.03 0.12 0.49
S 0.66 -0.89 -0.59
O -0.48 2.17 0.43
O -0.27 -0.48 0.08
N 0.20 0.01 0.27
S -0.30 -1.62 0.06
O 0.42 -0.39 0.35
O -1.29 2.64 -0.79
C 0.69 0.12 -0.06
F -0.25 -0.02 -0.11
F -0.41 0.15 -0.10
F -0.35 -0.05 -0.12
O 0.11 0.42 0.36
S 0.21 0.59 -2.51
C -0.49 0.06 0.02
C 0.10 -0.18 0.45
C 0.07 0.06 -0.11
C 0.27 0.08 0.29
S -1.56 -0.53 0.92
O 2.46 -1.03 -1.19
C 0.27 0.50 -0.48
C -0.06 0.11 -0.18
C 0.10 -0.17 0.03
C 0.00 0.09 0.20
C 0.17 0.03 -0.14
C -0.32 0.12 -0.02
C -0.26 -0.46 0.51
C 0.00 0.24 0.03
C -0.05 0.10 0.27
C 0.10 -0.17 -0.11
C 0.00 0.02 0.26
C -0.22 -0.30 -0.17
H 0.02 -0.15 0.00
H 0.30 -0.14 -0.01
H 0.09 -0.01 -0.12
H -0.07 0.15 -0.08
H -0.09 -0.15 0.09
H 0.04 -0.05 0.04
H 0.05 0.02 0.10
H 0.04 0.05 -0.02
H -0.01 0.20 0.01
H -0.06 0.03 0.14
H -0.15 -0.09 0.04
H -0.01 -0.18 0.05
H 0.01 -0.08 -0.18
H 0.01 0.13 0.01
H 0.13 -0.01 0.01
H -0.16 0.14 -0.08
H 0.03 -0.09 -0.04
H -0.13 -0.13 0.01

---

# 2
Molecular formula: C26H28FMnNOP2
Method: DFT, wB97M-V/def2-TZVPD

Summary:
- LUMO level (alpha / beta): -0.1169 / -0.1324 Ha
- Charge: +1
- 2S+1: 5
- ⟨S²⟩: 6.231
- Frontier orbital gap (alpha / beta): 6.111 / 6.430 eV
- ΔE to the lowest compared entry with this formula, charge and spin: 1.59 kcal/mol
- Largest force on an atom: 3.73 eV/Å
- E_tot: -3070.68196 Eh
- HOMO energy (alpha / beta): -9.3 / -10.0 eV
- Molar mass: 506.40 g mol⁻¹

Each line ends with the natural charge from an NBO analysis.
Geometry (Å):
C: -0.843122 0.611568 -4.299745  -0.236
C: -0.664848 -0.043077 -3.059222  -0.094
C: -0.291582 0.804877 -1.968050  0.257
C: -1.146255 1.932926 -1.896881  -0.163
C: -1.523536 2.587570 -3.093672  -0.229
C: -1.215316 1.968306 -4.293672  -0.243
C: -1.616551 2.119148 -0.568771  -0.239
C: -0.482416 2.370318 0.269419  -0.094
C: 0.731578 1.720132 -0.091737  0.222
C: 1.994591 2.272754 0.186687  -0.056
C: 2.053513 3.388348 1.017564  -0.202
C: 0.876178 3.911715 1.575953  -0.187
C: -0.375923 3.432761 1.190882  -0.188
H: -0.769260 0.051271 -5.238273  0.233
H: -2.012507 3.561827 -3.005176  0.233
H: -1.316934 2.514923 -5.234559  0.231
H: -2.596513 2.515166 -0.298106  0.220
H: 3.032918 3.825881 1.237530  0.222
H: 0.964154 4.707407 2.322179  0.229
H: -1.311216 3.907584 1.521572  0.221
N: 0.576839 0.574976 -0.904382  -0.786
Mn: 1.443982 -0.834958 -0.098018  0.820
C: -1.430828 -1.263205 -2.670128  -0.677
H: -0.840073 -1.956213 -2.051085  0.240
H: -1.848291 -1.815655 -3.526014  0.261
C: 3.252019 1.631146 -0.370940  -0.720
H: 3.135769 1.458424 -1.453376  0.252
H: 4.136519 2.243560 -0.171512  0.245
P: -2.866358 -0.614701 -1.631328  1.268
P: 3.530891 -0.022558 0.440694  0.914
C: 4.010023 0.426410 2.125471  -0.958
H: 3.948762 -0.461883 2.768613  0.256
H: 5.036141 0.820841 2.132568  0.237
H: 3.317726 1.183216 2.516649  0.283
C: 4.912886 -0.854030 -0.370468  -0.958
H: 5.864227 -0.362179 -0.130288  0.244
H: 4.949127 -1.892546 -0.012025  0.253
H: 4.767852 -0.868841 -1.458662  0.253
C: -4.334168 -1.400292 -2.298752  -0.974
H: -4.054468 -2.131704 -3.067004  0.269
H: -4.849040 -1.898128 -1.471768  0.269
H: -4.988549 -0.635393 -2.734772  0.276
C: -2.480297 -1.319709 -0.022127  -0.972
H: -3.043935 -0.821863 0.772878  0.269
H: -2.692851 -2.396641 0.007835  0.274
H: -1.410696 -1.173327 0.169408  0.263
C: 0.759215 -0.796768 1.859215  0.319
O: 1.041426 0.192580 2.530710  -0.571
H: -3.085266 0.841499 -1.434623  0.112
F: -2.275831 -4.921742 4.124325  -0.323
C: -1.509571 -3.896298 3.618021  0.406
C: -2.098552 -2.639294 3.497390  -0.266
C: -1.371982 -1.650888 2.839963  -0.188
C: -0.076503 -1.916635 2.380807  -0.214
C: 0.499389 -3.175735 2.547328  -0.172
C: -0.207156 -4.176565 3.210798  -0.270
H: -3.110742 -2.451466 3.846131  0.241
H: -1.810000 -0.660840 2.685807  0.222
H: 1.494145 -3.367102 2.147934  0.220
H: 0.221266 -5.156901 3.380801  0.245

Cartesian forces, eV/Å:
C -0.63 0.13 0.60
C 0.90 0.70 -0.50
C 0.52 0.17 1.23
C -0.25 0.39 -1.52
C -0.30 -0.37 0.72
C 0.45 0.31 -0.82
C 0.54 1.52 0.91
C 1.40 0.39 0.84
C -0.56 0.56 -0.15
C -0.24 -0.43 0.22
C -0.23 -0.14 0.15
C 0.00 -0.05 0.14
C -0.26 0.02 0.15
H -0.46 0.09 0.41
H 0.06 -0.41 -0.28
H 0.01 -0.25 0.30
H 0.24 0.23 -0.27
H -0.44 -0.09 0.03
H -0.17 -0.18 -0.43
H 0.60 -0.08 -0.02
N -1.97 1.14 -2.96
Mn 0.58 -1.57 1.95
C 0.33 -0.18 -0.16
H -0.49 0.03 0.09
H 0.17 0.27 0.24
C 0.09 -0.34 0.07
H 0.20 0.09 0.31
H -0.16 0.13 -0.18
P 0.31 -0.56 -0.09
P -0.86 0.07 -0.14
C 0.41 -0.09 0.22
H 0.07 0.29 -0.12
H -0.23 -0.10 0.06
H 0.12 -0.28 -0.19
C 0.65 0.08 0.07
H -0.10 -0.16 -0.19
H 0.04 0.30 -0.09
H 0.00 0.04 0.28
C -0.52 0.16 0.01
H -0.14 0.19 0.26
H -0.12 0.02 -0.25
H 0.07 -0.31 0.04
C -0.14 0.25 0.39
H 0.05 -0.12 -0.16
H 0.01 0.25 -0.18
H -0.27 0.10 -0.03
C 1.40 0.97 -0.46
O -0.93 -1.30 -0.67
H 0.33 -1.98 -0.62
F 0.83 0.98 -0.26
C -0.44 -0.63 0.30
C 0.16 -0.17 -0.56
C 0.11 -0.13 0.41
C -0.20 0.24 0.60
C -0.33 0.06 0.00
C -0.44 0.15 -0.18
H 0.19 -0.19 0.00
H 0.29 -0.26 0.26
H -0.09 0.03 0.24
H -0.13 0.04 -0.05

---

# 3
Molecular formula: C26H28IrN2S2Si
Method: DFT, wB97M-V/def2-TZVPD

Summary:
- LUMO level (alpha / beta): -0.1065 / -0.2100 Ha
- Charge: +1
- 2S+1: 5
- ⟨S²⟩: 6.054
- Frontier orbital gap (alpha / beta): 5.518 / 5.373 eV
- ΔE to the lowest compared entry with this formula, charge and spin: 0.00 kcal/mol
- Largest force on an atom: 4.58 eV/Å
- E_tot: -2306.81990 Eh
- HOMO energy (alpha / beta): -8.4 / -11.1 eV
- Molar mass: 652.96 g mol⁻¹

Each line ends with the natural charge from an NBO analysis.
Geometry (Å):
C: 0.238539 -1.657026 0.043742  -0.300
C: 0.502081 -1.382675 -1.346635  -0.262
C: 1.759555 -0.688621 -1.424257  -0.268
H: -0.137589 -1.647293 -2.181101  0.266
C: 2.271954 -0.520219 -0.097136  -0.299
C: 1.337734 -1.130315 0.817577  -0.253
H: 1.440440 -1.182082 1.898924  0.267
H: -0.626665 -2.170426 0.457872  0.260
H: 2.258302 -0.345067 -2.334938  0.270
H: 3.210121 -0.039982 0.174490  0.263
Ir: 0.358786 0.463710 -0.255195  0.938
C: -0.093334 1.585012 -1.806327  -0.824
H: 0.804425 2.194559 -1.991936  0.218
H: -0.981521 2.194362 -1.597473  0.229
H: -0.279329 1.003273 -2.718226  0.222
Si: 0.013241 4.397276 -3.805754  1.160
C: -1.071958 3.798669 -5.180492  -0.499
C: -0.915563 2.533810 -5.775565  -0.143
H: -0.137073 1.852804 -5.421029  0.198
C: -1.766358 2.137084 -6.812236  -0.231
H: -1.644138 1.152485 -7.267108  0.217
C: -2.783571 2.989250 -7.255343  -0.198
H: -3.456891 2.673727 -8.056112  0.223
C: -2.954219 4.240858 -6.653298  -0.206
H: -3.756911 4.901949 -6.983616  0.221
C: -2.112358 4.638999 -5.610117  -0.195
H: -2.263257 5.602014 -5.116471  0.219
C: 1.783715 4.282354 -4.328545  -0.407
C: 2.111651 4.418441 -5.690446  -0.213
H: 1.329909 4.629611 -6.424633  0.225
C: 3.433595 4.252490 -6.124392  -0.203
H: 3.670625 4.347052 -7.184107  0.224
C: 4.440238 3.954376 -5.199182  -0.201
H: 5.468294 3.808318 -5.539920  0.224
C: 4.126454 3.843314 -3.839831  -0.206
H: 4.912702 3.614586 -3.118280  0.214
C: 2.809676 4.018560 -3.402416  -0.236
H: 2.574105 3.932772 -2.336862  0.193
H: -0.336788 3.665871 -2.582885  -0.199
H: -0.337943 5.775512 -3.384782  -0.169
C: -1.258300 -2.822988 3.317371  -0.675
C: -1.940630 -1.589493 2.853978  0.137
N: -1.368113 -0.558940 2.322258  -0.458
C: -2.247816 0.488605 2.076236  0.072
C: -3.559002 0.197330 2.456951  -0.369
S: -3.689720 -1.373922 3.115099  0.457
C: -1.766874 1.778435 1.633311  0.189
C: -2.287449 3.013585 1.999699  -0.425
S: -1.187215 4.303333 1.694873  0.417
C: -0.060927 3.145709 0.998596  0.142
N: -0.576679 1.930037 0.907019  -0.540
C: 1.325214 3.514441 0.654652  -0.687
H: -1.682333 -3.096270 4.292262  0.250
H: -1.451788 -3.644512 2.611370  0.248
H: -0.182614 -2.648522 3.403918  0.246
H: -4.381999 0.894754 2.344586  0.259
H: -3.250716 3.132613 2.480639  0.249
H: 1.317015 4.221055 -0.185510  0.253
H: 1.777203 3.994682 1.536147  0.258
H: 1.897093 2.611803 0.407185  0.240

Cartesian forces, eV/Å:
C 0.32 -0.97 0.18
C 0.23 -0.53 0.46
C 0.35 -0.17 -0.01
H 0.14 0.10 0.19
C 0.79 -1.06 0.44
C 0.75 -1.11 -0.47
H -0.12 0.19 -0.34
H 0.37 0.17 -0.29
H -0.37 -0.04 0.43
H -0.31 -0.21 -0.11
Ir -2.00 2.72 1.12
C 0.12 0.10 -2.06
H -0.37 0.00 0.05
H 0.21 -0.25 0.07
H -0.03 0.34 0.04
Si -0.43 0.66 0.10
C -0.47 0.05 -0.17
C -0.36 0.25 -0.20
H -0.14 0.22 -0.19
C 0.03 0.03 0.17
H -0.04 0.29 0.10
C 0.10 0.18 0.22
H 0.27 0.11 0.25
C -0.01 -0.14 0.07
H 0.22 -0.20 0.06
C 0.00 -0.39 -0.32
H 0.04 -0.23 -0.26
C 0.59 -0.20 0.05
C 0.39 -0.21 0.15
H 0.22 -0.09 0.23
C -0.15 0.03 0.32
H -0.03 -0.01 0.28
C -0.26 0.04 0.03
H -0.35 0.06 0.14
C -0.06 0.05 -0.01
H -0.19 0.09 -0.21
C 0.15 -0.09 -0.53
H 0.11 0.00 -0.30
H 0.29 0.16 -0.05
H -0.04 0.14 -0.33
C -0.21 -0.22 0.02
C -0.48 1.10 -0.14
N 0.03 -0.39 0.00
C 0.26 0.42 0.11
C 0.18 0.51 -0.01
S 0.54 0.47 -0.39
C 2.36 -3.47 -1.84
C -1.96 2.51 0.96
S -0.31 0.75 0.46
C -0.22 -0.27 -0.13
N -0.62 -1.70 1.73
C -0.14 0.03 0.02
H 0.30 -0.13 -0.22
H 0.13 0.13 0.26
H -0.22 -0.07 0.00
H -0.04 -0.36 0.13
H 0.29 0.27 -0.08
H 0.26 -0.04 0.13
H -0.02 0.05 -0.30
H -0.08 0.31 -0.05